# 1
C7H11OS | ωB97M-V/def2-TZVPD

Properties
frontier orbital gap (spin up / spin down)	4.8415 / 4.8304	eV
M	143.23	g/mol
LUMO energy (spin up / spin down)	0.1172 / 0.1173	hartree
F_max	4.98	eV/A
HOMO (spin up / spin down)	-1.7 / -1.6	eV
ΔE to the lowest compared entry with this formula, charge and spin	41.6	kcal per mole
net charge	-1

```
20
Properties=species:S:1:pos:R:3:mulliken_charge:R:1
C 0.9004 -1.2162 -1.5034 -1.199
C 0.0583 -1.1156 -0.3443 0.813
C -2.6389 -0.0436 -0.6555 0.529
C -0.4821 -2.3051 0.2707 -0.867
C -0.4569 2.3934 0.4763 -1.189
C 0.5850 1.3849 0.0989 -0.131
C -0.0986 0.0484 0.3803 -0.919
O -2.3914 0.0685 -1.8345 -0.534
S -3.6325 -0.2204 0.6285 -0.319
H 1.3712 -0.4133 -2.0702 0.281
H 0.7488 -2.1391 -1.9812 0.227
H -0.1433 -2.3581 1.3379 0.250
H -1.6476 -2.1436 0.3250 0.108
H -0.3693 -3.2573 -0.4242 0.241
H -0.2595 3.3865 0.1412 0.411
H -1.4104 2.0602 0.0713 0.196
H -0.5266 2.5024 1.5588 0.272
H 1.4322 1.5076 0.8514 0.164
H 0.8361 1.3143 -0.9826 0.256
H -0.7012 -0.0831 1.2478 0.410
```


# 2
C43H45BrF13O4PS | ωB97M-V/def2-TZVPD

Properties
frontier orbital gap	5.6147	eV
M	1015.75	g/mol
LUMO energy	-0.1014	hartree
F_max	8.57	eV/A
SMILES string	CCP(CC)c1c(CC(C)C)c(Br)c2c(c1CCC(F)(F)C(F)(F)C(F)(F)C(F)(F)S(F)(F)(F)(F)F)C(=O)C=C(COO)C2=O.c1ccccc1.c1ccccc1.c1ccccc1
HOMO	-8.4	eV

```
108
Properties=species:S:1:pos:R:3:mulliken_charge:R:1
C 1.1289 4.9486 2.2137 -0.762
C 0.9710 3.2895 2.0749 -0.257
P 1.4240 2.8715 0.2660 0.266
C 3.2802 2.4914 0.0328 -0.584
C 3.6097 1.8313 -1.4547 -0.885
C 0.2862 1.5401 -0.4953 0.098
C 0.2620 -0.0213 0.0656 0.112
C 1.1890 -0.5322 1.3185 -0.687
C 2.6829 -1.0665 0.9060 1.295
C 3.4552 -1.4212 2.3440 -1.168
C 2.6916 -2.4764 0.0450 -0.997
C -0.7637 -1.1069 -0.6875 -0.466
Br -0.8202 -3.0150 0.0312 -0.135
C -1.7124 -0.6627 -1.9837 0.271
C -1.6604 0.9111 -2.5476 -0.236
C -0.6725 2.0036 -1.7853 0.008
C -0.5784 3.5876 -2.3143 -0.622
C -1.1824 4.6662 -1.2265 -0.222
C -2.3952 5.6101 -1.7921 0.494
F -3.2146 4.7484 -2.7245 -0.312
F -3.3659 6.0595 -0.7386 -0.323
C -1.8700 6.8730 -2.7504 0.689
F -3.1092 7.3068 -3.4997 -0.312
F -0.9360 6.3766 -3.7811 -0.270
C -1.3494 8.1718 -1.8882 0.523
F -1.0518 7.8461 -0.4423 -0.234
F -2.5696 9.0649 -1.7828 -0.287
C -0.2212 9.0974 -2.6126 0.670
F -0.4200 10.4942 -2.0682 -0.258
F -0.4317 9.2479 -4.0952 -0.226
S 1.5593 8.6697 -2.3199 1.062
F 1.2808 7.0214 -1.9856 -0.160
F 1.5618 9.1496 -0.6767 -0.287
F 1.9620 10.3261 -2.7132 -0.327
F 1.7121 8.3519 -4.0314 -0.333
F 3.2395 8.3609 -2.1753 -0.283
C -2.6164 1.2341 -3.8389 0.477
O -2.3360 2.0435 -4.8625 -0.557
C -4.0795 0.4274 -3.9178 -0.724
C -4.1128 -0.9984 -3.3981 0.593
C -5.5750 -1.7661 -3.5257 -0.437
O -5.3851 -3.1521 -3.9861 -0.149
O -6.4381 -3.8771 -3.6261 -0.402
C -2.7557 -1.7253 -2.7451 0.235
O -2.5311 -3.0363 -2.8728 -0.493
H 1.9651 5.3295 1.4843 0.271
H 1.4954 5.1899 3.3205 0.331
H 0.1169 5.5173 2.0450 0.152
H -0.1401 3.0497 2.3566 0.007
H 1.7738 2.8202 2.7881 0.409
H 3.6975 1.8192 0.8986 0.396
H 3.8413 3.5435 0.0424 0.397
H 2.6649 1.3187 -1.9524 0.215
H 4.4056 0.9566 -1.3207 0.276
H 3.9982 2.6219 -2.2372 0.306
H 0.6791 -1.3853 1.9717 0.518
H 1.3259 0.4030 2.0448 -0.094
H 3.3587 -0.2797 0.3572 -0.509
H 3.0682 -0.7182 3.2147 0.304
H 3.1771 -2.5227 2.6557 0.295
H 4.6240 -1.3621 2.2551 0.328
H 2.1995 -2.3704 -1.0115 0.259
H 2.2084 -3.3316 0.6836 0.147
H 3.8325 -2.7753 -0.0991 0.343
H -0.9704 3.7264 -3.4103 0.631
H 0.5944 3.8061 -2.3646 0.214
H -0.3027 5.2949 -0.7278 0.083
H -1.6368 4.0256 -0.3281 0.252
H -5.0549 0.9112 -4.3967 0.220
H -6.1802 -1.6752 -2.5090 0.295
H -6.2029 -1.1698 -4.3414 0.230
H -6.8257 -4.2682 -4.4647 0.324
C 0.0401 -8.2171 2.6873 -0.347
C -0.0700 -6.8647 2.3651 -0.561
C -0.7155 -6.4769 1.1913 0.269
C -1.2477 -7.4425 0.3366 -0.407
C -1.1295 -8.7954 0.6541 -0.479
C -0.4873 -9.1830 1.8298 -0.398
H 0.5372 -8.5186 3.6052 0.384
H 0.3469 -6.1122 3.0298 0.382
H -0.8041 -5.4227 0.9423 -0.038
H -1.7530 -7.1406 -0.5766 0.415
H -1.5390 -9.5484 -0.0148 0.368
H -0.3973 -10.2372 2.0782 0.386
C -1.3986 2.6525 6.5872 -0.412
C -1.8644 3.7991 7.2301 -0.360
C -2.5610 4.7691 6.5098 -0.366
C -2.7883 4.5945 5.1445 -0.451
C -2.3144 3.4523 4.4997 -0.333
C -1.6211 2.4805 5.2207 -0.357
H -0.8617 1.8938 7.1501 0.357
H -1.6851 3.9365 8.2935 0.355
H -2.9268 5.6609 7.0118 0.358
H -3.3332 5.3487 4.5836 0.376
H -2.4863 3.3188 3.4345 0.438
H -1.2539 1.5893 4.7186 0.415
C 2.3730 -11.0764 -1.2543 -0.520
C 3.5919 -11.6884 -1.5452 -0.320
C 4.7564 -11.2636 -0.9062 -0.432
C 4.7028 -10.2230 0.0215 -0.335
C 3.4854 -9.6049 0.3055 -0.558
C 2.3202 -10.0321 -0.3307 0.089
H 1.4647 -11.4121 -1.7474 0.353
H 3.6342 -12.4976 -2.2699 0.351
H 5.7056 -11.7431 -1.1306 0.343
H 5.6094 -9.8936 0.5214 0.356
H 3.4444 -8.7899 1.0240 0.373
H 1.3712 -9.5518 -0.1075 0.305
```


# 3
C4H10N2 | ωB97M-V/def2-TZVPD

Properties
frontier orbital gap (spin up / spin down)	2.6296 / 6.7551	eV
M	86.14	g/mol
LUMO energy (spin up / spin down)	0.1395 / 0.1337	hartree
F_max	1.05	eV/A
expectation value of S²	0.75
HOMO (spin up / spin down)	1.2 / -3.1	eV
spin multiplicity	2
ΔE to the lowest compared entry with this formula, charge and spin	31.7	kcal per mole
net charge	-1

```
16
Properties=species:S:1:pos:R:3:mulliken_spin:R:1
C 0.4868 0.8074 1.8399 0.003
C -0.3311 -0.2268 1.9606 0.132
N -0.0119 -1.4391 2.5424 0.045
H 1.4710 0.8241 2.2794 -0.012
H 0.0690 1.7015 1.4048 -0.049
H -1.3121 -0.1559 1.5198 -0.009
H 0.6605 -1.5207 3.2833 -0.007
H -0.7273 -2.1418 2.6256 -0.044
C 0.8937 -0.1617 -1.6290 0.329
C -0.8557 0.7528 -2.9129 0.741
N -0.3377 0.5418 -1.7168 -0.050
H 1.4838 -0.2387 -2.5655 0.001
H 1.5561 0.3294 -0.9148 -0.104
H 0.7081 -1.2000 -1.2861 0.049
H -1.9135 1.0265 -2.9877 -0.119
H -0.2038 0.8036 -3.7975 0.095
```


# 4
C3H4IrO2 | ωB97M-V/def2-TZVPD

Properties
frontier orbital gap (spin up / spin down)	10.2967 / 8.5542	eV
M	264.28	g/mol
LUMO energy (spin up / spin down)	-0.5723 / -0.6473	hartree
F_max	7.57	eV/A
expectation value of S²	6.01
HOMO (spin up / spin down)	-25.9 / -26.2	eV
spin multiplicity	5
ΔE to the lowest compared entry with this formula, charge and spin	0.0	kcal per mole
net charge	+3

```
10
Properties=species:S:1:pos:R:3:mulliken_spin:R:1
C 0.6659 0.4833 0.6627 0.746
C -0.3722 -0.5572 0.9365 0.127
H -0.8054 -0.6099 1.9454 0.024
H 0.1336 -1.5058 0.6483 -0.003
C -1.3993 -0.3751 -0.1499 0.048
O -2.6081 -0.4392 0.0650 0.151
Ir -4.1439 -0.5597 -0.7677 2.797
H -1.0271 -0.2996 -1.1860 0.010
O 1.0772 0.9512 1.7975 0.096
H 1.4393 1.8422 1.6894 0.003
```


# 5
C23H14BrCl5F6N3O11RuS3 | ωB97M-V/def2-TZVPD

Properties
frontier orbital gap (spin up / spin down)	7.6100 / 7.8164	eV
M	1076.80	g/mol
LUMO energy (spin up / spin down)	0.1359 / 0.1138	hartree
F_max	4.01	eV/A
expectation value of S²	8.76
HOMO (spin up / spin down)	-3.9 / -4.7	eV
spin multiplicity	6
ΔE to the lowest compared entry with this formula, charge and spin	17.9	kcal per mole
net charge	-2

```
67
Properties=species:S:1:pos:R:3:mulliken_spin:R:1
Ru -1.0245 1.3319 -0.8929 3.986
N 1.1902 2.1010 -0.7062 0.117
N 1.2784 3.4438 -0.2664 0.003
C 0.1238 3.9927 0.2189 0.004
O 0.0176 5.0951 0.6405 0.026
O -0.8754 3.0825 0.2293 0.239
H 1.4703 1.5295 0.0517 -0.011
H 1.8688 2.0139 -1.4847 -0.001
H 2.1505 3.7898 0.0522 0.001
Cl -0.0213 0.6417 -4.1769 0.016
C -0.9363 2.1471 -4.0068 -0.121
C -1.5665 2.3579 -2.8398 0.299
C -2.4108 3.4803 -2.7804 0.014
Cl -3.5845 3.5488 -1.5016 0.014
C -2.5077 4.4747 -3.7707 -0.007
Cl -3.5032 5.8648 -3.8131 0.002
C -1.6411 4.2520 -4.9482 0.014
Cl -1.5665 5.4104 -6.2272 0.001
C -0.9224 3.1044 -5.0806 -0.006
Cl 0.1162 2.8146 -6.3763 0.002
C -0.9698 -5.3152 3.1997 0.000
C -0.8812 -4.3205 2.0315 0.000
C -1.8506 -4.2733 1.0547 0.000
C -1.7037 -3.3809 -0.0104 0.000
C -0.6131 -2.5671 -0.0766 0.000
C 0.3440 -2.5380 0.9273 0.004
C 0.2298 -3.5183 1.9321 0.000
S -0.4880 -1.6808 -1.6006 0.035
O 0.3727 -2.4993 -2.4302 0.007
O 0.2046 -0.4287 -1.2265 0.120
O -1.8746 -1.4960 -2.0025 0.017
H -1.7889 -6.0004 2.8966 0.000
H -1.2336 -4.7485 4.1026 0.000
H -0.0330 -5.8057 3.3561 0.000
H -2.6969 -4.8963 1.1175 0.000
H -2.4811 -3.2822 -0.8085 0.000
H 1.1925 -1.8642 1.0189 -0.001
H 1.0336 -3.6181 2.6622 0.000
F 3.5453 1.0554 1.1103 0.001
C 4.8148 1.2851 1.4245 0.000
F 5.3988 0.1349 1.7871 0.000
F 4.7922 2.0297 2.5206 0.000
S 5.6063 2.1756 0.0640 0.000
O 4.6620 3.2069 -0.2674 0.000
O 6.8535 2.5466 0.6282 0.000
N 5.6188 1.1572 -1.1276 0.000
S 6.4323 -0.1336 -1.5060 0.000
O 7.3157 -0.5754 -0.3938 0.000
O 6.8652 -0.1248 -2.8496 0.000
C 5.2133 -1.4414 -1.6389 0.000
F 5.7937 -2.5939 -2.0235 0.000
F 4.2463 -1.2511 -2.5983 0.000
F 4.6213 -1.5922 -0.4225 0.000
Br -5.1567 2.1293 1.9161 0.001
C -4.6595 0.4068 2.4690 0.004
C -5.5327 -0.2263 3.3643 -0.001
C -5.2078 -1.4479 3.8976 0.003
C -3.9772 -1.9958 3.6249 -0.002
C -3.1024 -1.3773 2.7061 0.004
C -3.4402 -0.1931 2.0914 0.005
C -2.5115 0.2919 1.0743 0.005
O -1.2728 0.1755 1.2941 0.065
O -2.9737 0.7832 0.0178 0.138
H -6.4787 0.2241 3.5426 0.000
H -5.9714 -2.0212 4.4684 0.000
H -3.6687 -2.9770 3.9754 0.000
H -2.2447 -1.8946 2.3861 0.003
```


# 6
C2H7CuO3 | ωB97M-V/def2-TZVPD

Properties
frontier orbital gap (spin up / spin down)	5.7180 / 6.1594	eV
M	142.62	g/mol
LUMO energy (spin up / spin down)	0.0171 / -0.0777	hartree
F_max	4.54	eV/A
expectation value of S²	2.01
HOMO (spin up / spin down)	-5.3 / -8.3	eV
spin multiplicity	3

```
13
Properties=species:S:1:pos:R:3:mulliken_spin:R:1
O 1.3172 -1.1488 2.1944 -0.213
Cu 1.0534 -1.0906 3.9938 1.143
H 1.9170 -1.8465 1.7692 0.019
C 0.8102 -0.1760 1.0155 0.050
H 0.1413 0.4918 1.5741 0.015
H 1.7646 0.2308 0.6540 0.000
H 0.3500 -0.9007 0.3290 0.001
O 0.1482 1.3035 -0.7471 0.743
C -1.5025 0.5903 -2.2075 0.004
O -1.2507 1.3651 -1.0634 0.226
H -1.2811 -0.4729 -2.0170 0.008
H -2.5706 0.7104 -2.4388 -0.001
H -0.8969 0.9435 -3.0560 0.004
```